Molecular formula: C4H32N2O10
Method: DFT, ωB97M-V/def2-TZVPD

Bonds (Å) are listed after each position.
Geometry (Å):
1 C 0.252 1.504 1.400  C2 1.521, H7 1.088, H8 1.094, H9 1.092
2 C 0.852 0.722 0.242  C1 1.521, N3 1.490, C4 1.535, H10 1.107
3 N 2.171 0.152 0.634  C2 1.490, H11 1.015, H12 1.009
4 C -0.013 -0.349 -0.438  C2 1.535, C5 1.499, H13 1.098, H14 1.105
5 C 0.651 -1.037 -1.593  C4 1.499, N6 1.476, H15 1.122, H16 1.121
6 N 0.759 -0.164 -2.778  C5 1.476, H17 1.010, H18 1.016
7 H -0.809 1.323 1.559  C1 1.088
8 H 0.772 1.292 2.339  C1 1.094
9 H 0.231 2.588 1.275  C1 1.092
10 H 1.348 1.431 -0.449  C2 1.107
11 H 2.123 -0.693 1.195  N3 1.015
12 H 2.796 0.806 1.082  N3 1.009
13 H -0.926 0.171 -0.755  C4 1.098
14 H -0.344 -1.141 0.257  C4 1.105
15 H 1.703 -1.359 -1.372  C5 1.122
16 H 0.101 -1.989 -1.810  C5 1.121
17 H 1.005 -0.626 -3.642  N6 1.010
18 H 1.490 0.509 -2.566  N6 1.016
19 O 3.313 1.528 -1.718  H20 0.990, H21 0.965
20 H 3.044 2.142 -0.989  O19 0.990
21 H 4.232 1.774 -1.882  O19 0.965
22 O 2.612 3.394 0.152  H23 0.956, H24 0.966
23 H 2.105 2.916 0.807  O22 0.956
24 H 2.047 4.063 -0.255  O22 0.966
25 O 0.085 -3.715 2.376  H26 0.964, H27 0.975
26 H 0.274 -4.002 3.277  O25 0.964
27 H 0.851 -4.043 1.870  O25 0.975
28 O -2.522 -3.473 1.019  H29 0.966, H30 0.979
29 H -3.151 -4.167 1.253  O28 0.966
30 H -1.677 -3.686 1.465  O28 0.979
31 O -1.941 2.329 -0.726  H32 0.972, H33 0.971
32 H -1.979 1.732 -1.492  O31 0.972
33 H -2.695 2.151 -0.139  O31 0.971
34 O -2.884 -1.124 2.223  H35 1.004, H36 0.968
35 H -2.961 -2.032 1.803  O34 1.004
36 H -1.998 -1.180 2.609  O34 0.968
37 O -3.891 0.661 0.482  H38 0.959, H39 0.990
38 H -4.665 0.248 0.872  O37 0.959
39 H -3.226 0.016 0.829  O37 0.990
40 O -0.145 4.360 -0.602  H41 0.969, H42 1.001
41 H -0.921 4.843 -0.280  O40 0.969
42 H -0.711 3.536 -0.653  O40 1.001
43 O -1.967 0.810 -2.897  H44 0.999, H45 0.962
44 H -1.034 0.467 -2.802  O43 0.999
45 H -2.061 1.009 -3.834  O43 0.962
46 O 2.300 -4.850 0.813  H47 0.968, H48 0.964
47 H 2.694 -4.231 0.182  O46 0.968
48 H 2.707 -4.614 1.655  O46 0.964

- Energy above the lowest of the compared OMol25 structures with the same formula, charge and spin: 0.000 eV
- Structure (SMILES): C[C@@H](N)CCN.O.O.O.O.O.O.O.O.O.O
- DFT total energy: -1033.503817 a.u.
- Kohn-Sham gap: 8.51 eV

=====

Molecular formula: C4H32N2O11
Method: DFT, ωB97M-V/def2-TZVPD

Bonds (Å) are listed after each position.
Geometry (Å):
1 C 1.573 2.275 0.853  C2 1.554, H8 1.066, H9 1.092, H10 1.100
2 C 0.483 2.259 -0.254  C1 1.554, N3 1.471, C4 1.629, H11 1.156
3 N 0.907 3.198 -1.304  C2 1.471, H12 1.126, H13 1.060
4 C 0.406 0.802 -0.979  C2 1.629, N5 1.456, H14 1.107, H15 1.116
5 N -0.079 -0.231 -0.076  C4 1.456, C6 1.503, H16 1.037
6 C -1.502 -0.699 -0.202  N5 1.503, O7 1.347, H17 1.218, H18 1.123
7 O -2.254 0.243 0.400  C6 1.347, H19 0.951
8 H 1.337 2.737 1.784  C1 1.066
9 H 2.003 1.336 1.208  C1 1.092
10 H 2.488 2.748 0.466  C1 1.100
11 H -0.525 2.629 0.175  C2 1.156
12 H 0.549 3.069 -2.363  N3 1.126
13 H 1.350 4.100 -0.966  N3 1.060
14 H 1.444 0.627 -1.320  C4 1.107
15 H -0.217 0.877 -1.902  C4 1.116
16 H 0.162 0.065 0.888  N5 1.037
17 H -1.942 -0.898 -1.320  C6 1.218
18 H -1.666 -1.609 0.436  C6 1.123
19 H -2.347 1.028 -0.128  O7 0.951
20 O 1.552 -2.903 -1.461  H21 0.903, H22 0.998
21 H 1.843 -3.673 -1.090  O20 0.903
22 H 1.201 -2.414 -0.664  O20 0.998
23 O -0.263 0.854 -3.959  H24 0.910, H25 0.994
24 H -0.074 0.060 -4.362  O23 0.910
25 H -0.713 1.260 -4.747  O23 0.994
26 O 2.609 -1.492 1.413  H27 0.926, H28 1.017
27 H 2.229 -0.651 1.340  O26 0.926
28 H 2.838 -1.622 2.395  O26 1.017
29 O -0.758 -4.048 -2.249  H30 0.938, H31 0.959
30 H -1.166 -3.284 -2.609  O29 0.938
31 H -0.726 -3.853 -1.310  O29 0.959
32 O 0.162 -1.748 -3.635  H33 0.999, H34 0.878
33 H 0.600 -2.448 -4.198  O32 0.999
34 H 0.206 -1.710 -2.759  O32 0.878
35 O -3.082 0.453 3.525  H36 0.950, H37 0.950
36 H -3.047 0.218 2.605  O35 0.950
37 H -2.808 -0.388 3.869  O35 0.950
38 O 0.383 -3.125 0.957  H39 0.958, H40 1.005
39 H 1.087 -2.576 1.302  O38 0.958
40 H -0.283 -3.255 1.698  O38 1.005
41 O 2.008 0.271 3.094  H42 0.916, H43 0.944
42 H 1.152 0.028 3.311  O41 0.916
43 H 2.177 1.175 3.307  O41 0.944
44 O -2.552 2.276 -1.302  H45 0.955, H46 0.899
45 H -3.497 2.368 -1.199  O44 0.955
46 H -2.174 3.053 -1.553  O44 0.899
47 O -0.010 0.726 4.368  H48 0.993, H49 1.032
48 H -0.855 0.240 4.559  O47 0.993
49 H -0.207 1.651 3.956  O47 1.032

- Energy above the lowest of the compared OMol25 structures with the same formula, charge and spin: 5.516 eV
- Structure (SMILES): C[C@@H](N)CNCO.O.O.O.O.O.O.O.O.O.O
- DFT total energy: -1108.602180 a.u.
- Kohn-Sham gap: 8.28 eV

=====

Question: What is the formula in the first record?
Answer: C4H32N2O10

=====

Question: Look up the DFT total energy of the first one.
Answer: -1033.503817 a.u.